# C5H9NO2

A 2-piece molecular cluster, C5H9NO2 overall in a non-equilibrium geometry (ωB97M-V/def2-TZVPD, the OMol25 dataset).

Last column: natural (NBO) charge in e.
Cartesian coordinates (Å):
C1 0.1654 -2.3849 -0.0046  -0.661
C2 0.9849 -1.0467 -0.0832  0.389
C3 0.3064 1.0606 -0.9841  0.050
C4 -0.6343 1.9143 -0.0890  -0.068
C5 0.7289 1.2103 0.3885  0.012
H1 -0.8223 -2.0445 0.3327  0.225
H2 -0.0527 -3.3404 -0.7708  0.245
H3 0.5669 -3.0066 0.7837  0.211
H4 2.1114 -1.0913 -0.3284  0.158
H5 0.8675 1.4038 -1.6795  0.181
H6 -0.2272 2.9421 -0.1274  0.217
H7 -2.3050 1.4869 1.6870  0.363
H8 -2.2106 0.4020 0.0163  0.392
H9 1.7174 1.4777 0.7975  0.216
N1 -2.0462 1.5371 0.3185  -0.834
O1 0.1730 -0.3495 -1.1744  -0.551
O2 0.6765 -0.1709 0.9173  -0.545

lowest unoccupied orbital energy	0.695	eV
maximum force	6.49	eV/Å
ΔE to the lowest compared entry with this formula, charge and spin	165.6	kcal per mole